w:
{
  "formula": "C4H8NO3",
  "method": "ωB97M-V with the def2-TZVPD basis set",
  "e_lumo_ev": 3.9,
  "charge": -1,
  "spin_multiplicity": 1,
  "species": ["H", "H", "O", "N", "H", "C", "H", "C", "H", "H", "C", "H", "H", "O", "O", "C"],
  "positions_angstrom": [[1.14, -0.41, 0.46], [-2.84, 0.39, 2.34], [2.70, 1.31, -1.78], [0.75, 0.25, -2.03], [0.77, 1.13, 0.96], [1.71, 0.83, -1.26], [-1.21, 0.15, 2.83], [-1.72, -0.92, 1.02], [2.50, 0.65, 0.80], [0.02, -0.42, -1.84], [-1.73, 0.46, 1.93], [-1.39, 1.37, 1.60], [0.81, 0.76, -2.94], [-2.39, -1.86, 1.36], [-0.79, -0.81, 0.20], [1.54, 0.54, 0.26]],
  "lowdin_charge": [0.022, 0.078, -0.011, 0.134, 0.106, -0.587, 0.035, -0.780, 0.063, 0.079, -0.049, -0.011, 0.114, -0.035, -0.125, -0.033]
}

=====

x:
{
  "formula": "C4H8NO3",
  "method": "ωB97M-V with the def2-TZVPD basis set",
  "e_lumo_ev": 4.1,
  "charge": -1,
  "spin_multiplicity": 1,
  "species": ["H", "N", "O", "H", "O", "H", "C", "C", "H", "C", "H", "O", "C", "H", "H", "H"],
  "positions_angstrom": [[1.54, 1.17, -3.30], [-0.93, -1.52, 0.22], [0.58, 1.62, -0.18], [-0.31, 0.24, 1.73], [-1.86, -2.60, 1.99], [-0.20, -0.90, -0.30], [-0.93, -0.39, 2.32], [-1.28, -1.62, 1.50], [2.57, 1.82, -2.06], [1.52, 1.72, -2.35], [-1.09, -2.31, -0.39], [0.75, -0.30, -1.32], [0.88, 0.96, -1.19], [1.02, 2.66, -2.53], [-0.45, -0.71, 3.25], [-1.82, 0.17, 2.61]],
  "lowdin_charge": [0.058, 0.140, -0.050, 0.033, -0.049, 0.047, -0.017, -0.634, 0.064, -0.048, 0.095, -0.100, -0.740, 0.056, 0.072, 0.074]
}

=====

y:
{
  "formula": "C4H8NO3",
  "method": "ωB97M-V with the def2-TZVPD basis set",
  "e_lumo_ev": 4.0,
  "charge": -1,
  "spin_multiplicity": 1,
  "species": ["H", "N", "H", "C", "O", "H", "C", "C", "H", "H", "C", "H", "H", "H", "O", "O"],
  "positions_angstrom": [[2.34, 3.10, -0.58], [-0.89, -0.45, 1.49], [-0.12, -0.15, 0.96], [-1.50, -1.50, 0.80], [1.75, 1.02, 0.49], [2.36, 2.65, -2.19], [-1.22, -1.50, -0.65], [1.34, 1.28, -0.69], [0.73, 3.07, -1.45], [-0.14, -1.17, -1.00], [1.65, 2.67, -1.23], [-1.77, -0.87, -1.33], [-1.26, -2.54, -1.13], [-0.63, -0.63, 2.55], [0.71, 0.50, -1.50], [-2.07, -2.27, 1.56]],
  "lowdin_charge": [0.024, 0.117, 0.006, -0.595, -0.110, 0.105, -0.053, -0.720, 0.031, 0.094, -0.053, 0.068, 0.088, 0.157, -0.133, -0.026]
}

=====

z:
{
  "formula": "C4H8NO3",
  "method": "ωB97M-V with the def2-TZVPD basis set",
  "e_lumo_ev": 3.4,
  "charge": -1,
  "spin_multiplicity": 1,
  "species": ["O", "C", "H", "H", "H", "H", "H", "N", "H", "O", "C", "H", "O", "C", "H", "C"],
  "positions_angstrom": [[-1.28, 1.88, -1.00], [-2.59, -0.10, -0.44], [-2.07, -0.47, -1.35], [-2.17, -0.52, 0.46], [3.08, -0.02, 1.68], [3.46, -0.01, -0.04], [-3.60, -0.40, -0.68], [0.79, 0.12, 0.05], [-0.20, -0.01, -0.17], [-3.36, 2.13, -0.24], [2.98, -0.58, 0.76], [1.07, 0.98, -0.39], [1.09, -2.03, 0.51], [1.58, -0.92, 0.43], [3.57, -1.48, 0.92], [-2.36, 1.43, -0.50]],
  "lowdin_charge": [-0.128, -0.061, 0.068, 0.053, 0.077, 0.078, 0.051, 0.168, 0.054, -0.109, -0.031, 0.093, 0.012, -0.616, 0.072, -0.782]
}

=====

Most stable pick: x. Distance to second place: 68.3 kJ/mol.

=====

w:
{
  "formula": "C4H8NO3",
  "method": "ωB97M-V with the def2-TZVPD basis set",
  "e_lumo_ev": 3.8,
  "charge": -1,
  "spin_multiplicity": 1,
  "species": ["H", "H", "C", "O", "H", "C", "O", "O", "N", "H", "C", "C", "H", "H", "H", "H"],
  "positions_angstrom": [[1.64, 1.77, -0.79], [-0.15, 0.80, 1.92], [1.78, 0.82, 0.99], [-1.32, 0.54, -0.86], [0.17, 0.93, -0.46], [-0.76, -1.79, -0.99], [-2.99, -0.91, -1.14], [2.96, 1.01, 1.20], [1.20, 1.10, -0.19], [0.22, -1.36, -0.75], [-1.78, -0.65, -1.00], [0.82, 0.34, 2.05], [0.58, -0.72, 2.13], [1.32, 0.57, 2.99], [-0.72, -2.08, -2.04], [-0.94, -2.62, -0.32]],
  "lowdin_charge": [0.085, 0.074, -0.628, -0.126, 0.045, -0.039, -0.081, -0.018, 0.135, 0.041, -0.744, -0.022, 0.076, 0.071, 0.070, 0.060]
}

=====

x:
{
  "formula": "C4H8NO3",
  "method": "ωB97M-V with the def2-TZVPD basis set",
  "e_lumo_ev": 3.8,
  "charge": -1,
  "smiles": "O=CN[C@@H](C[O-])CO",
  "spin_multiplicity": 1,
  "species": ["C", "N", "H", "C", "O", "C", "H", "C", "O", "H", "H", "H", "O", "H", "H", "H"],
  "positions_angstrom": [[-0.32, -1.23, -0.45], [0.96, 0.66, 0.33], [-1.34, 1.95, 0.17], [2.04, 0.40, 1.05], [2.15, -0.26, 2.02], [-1.41, 0.98, -0.25], [2.89, 0.86, 0.63], [-0.34, 0.03, 0.44], [-1.48, -1.49, -1.12], [-0.29, -2.13, 0.12], [-0.57, -0.22, 1.54], [0.53, -1.32, -1.23], [-1.25, 0.99, -1.68], [-2.46, 0.56, -0.07], [1.05, 1.28, -0.49], [-1.75, -0.62, -1.52]],
  "lowdin_charge": [-0.302, 0.047, 0.059, -0.468, 0.019, -0.364, 0.102, -0.255, -0.131, 0.091, 0.160, 0.136, -0.385, 0.105, 0.151, 0.036]
}

=====

y:
{
  "formula": "C4H8NO3",
  "method": "ωB97M-V with the def2-TZVPD basis set",
  "e_lumo_ev": 3.5,
  "charge": -1,
  "spin_multiplicity": 1,
  "species": ["O", "H", "H", "O", "H", "C", "C", "H", "H", "O", "H", "H", "C", "N", "C", "H"],
  "positions_angstrom": [[2.60, 1.52, -1.42], [-4.07, -1.00, 0.21], [-3.26, -2.40, -0.57], [-0.87, -1.93, 0.24], [2.12, 0.31, 1.55], [2.63, 0.27, 0.59], [1.91, 1.19, -0.44], [-0.72, 0.62, 0.24], [-3.30, -2.34, 1.10], [0.71, 1.48, -0.21], [-2.44, 0.77, 0.33], [3.66, 0.59, 0.64], [-1.80, -1.14, 0.27], [-1.63, 0.19, 0.44], [-3.21, -1.67, 0.24], [2.59, -0.71, 0.11]],
  "lowdin_charge": [-0.089, 0.061, 0.075, 0.008, 0.054, -0.046, -0.769, 0.043, 0.075, -0.120, 0.086, 0.046, -0.614, 0.166, -0.037, 0.062]
}

=====

z:
{
  "formula": "C4H8NO3",
  "method": "ωB97M-V with the def2-TZVPD basis set",
  "e_lumo_ev": 3.9,
  "charge": -1,
  "spin_multiplicity": 1,
  "species": ["H", "C", "C", "N", "C", "H", "O", "H", "H", "H", "H", "C", "H", "O", "O", "H"],
  "positions_angstrom": [[-0.69, 1.30, -0.63], [-0.57, -2.81, -1.21], [0.45, -1.66, -0.99], [-0.74, 2.15, -0.09], [-0.03, 2.32, 1.04], [-1.08, -2.90, -0.24], [-0.17, 3.33, 1.74], [0.69, 0.96, 2.44], [-1.53, 2.77, -0.23], [-1.37, -2.41, -1.84], [-0.28, -3.78, -1.61], [0.92, 1.22, 1.41], [0.91, 0.39, 0.70], [1.45, -1.92, -0.32], [0.10, -0.55, -1.47], [1.94, 1.59, 1.31]],
  "lowdin_charge": [0.060, -0.058, -0.792, 0.164, -0.607, 0.059, -0.026, 0.079, 0.097, 0.044, 0.049, -0.001, 0.048, -0.082, -0.116, 0.083]
}

=====

Most stable pick: z. Distance to second place: 6.0 kJ/mol.

=====

w:
{
  "formula": "C4H8NO3",
  "method": "ωB97M-V with the def2-TZVPD basis set",
  "e_lumo_ev": 3.8,
  "charge": -1,
  "spin_multiplicity": 1,
  "species": ["N", "C", "O", "H", "H", "O", "H", "H", "C", "H", "H", "C", "H", "C", "O", "H"],
  "positions_angstrom": [[-1.27, -0.23, 0.90], [0.16, 0.79, -1.97], [-0.90, 0.41, 3.02], [1.88, 1.96, -1.77], [-1.56, 0.70, 0.61], [0.54, -0.30, -1.47], [-0.93, -0.73, 0.09], [1.99, 0.85, -3.08], [-0.75, -0.43, 2.13], [0.28, -1.92, 3.32], [0.89, 2.37, -3.25], [-0.20, -1.82, 2.36], [-1.01, -2.50, 2.12], [1.34, 1.60, -2.64], [-1.00, 1.26, -1.96], [0.55, -2.00, 1.59]],
  "lowdin_charge": [0.157, -0.781, -0.017, 0.054, 0.101, -0.132, 0.065, 0.047, -0.606, 0.071, 0.048, -0.023, 0.076, -0.049, -0.090, 0.080]
}

=====

x:
{
  "formula": "C4H8NO3",
  "method": "ωB97M-V with the def2-TZVPD basis set",
  "e_lumo_ev": 1.4,
  "charge": -1,
  "spin_multiplicity": 1,
  "species": ["H", "H", "H", "C", "O", "H", "H", "H", "H", "C", "O", "H", "N", "C", "O", "C"],
  "positions_angstrom": [[0.56, 1.95, 1.02], [-0.10, 1.13, -1.34], [-0.14, -1.47, -0.14], [1.32, 1.21, 0.71], [-1.97, 0.36, 1.80], [-1.78, 0.50, -1.07], [-1.23, -1.47, 1.83], [2.70, -0.10, -1.24], [-2.29, -1.14, 0.44], [-1.55, -0.67, 1.12], [-0.46, -0.69, -2.12], [2.49, -0.80, -1.38], [0.91, -0.07, 0.80], [-0.26, -0.40, 0.19], [2.51, 1.46, 0.56], [-0.72, 0.22, -1.18]],
  "lowdin_charge": [0.137, 0.100, 0.145, -0.411, -0.133, 0.100, 0.111, 0.030, 0.114, -0.390, -0.183, 0.047, 0.106, -0.317, -0.033, -0.425]
}

=====

y:
{
  "formula": "C4H8NO3",
  "method": "ωB97M-V with the def2-TZVPD basis set",
  "e_lumo_ev": 2.8,
  "charge": -1,
  "spin_multiplicity": 1,
  "species": ["H", "O", "H", "H", "C", "H", "O", "C", "C", "N", "H", "C", "O", "H", "H", "H"],
  "positions_angstrom": [[0.95, 1.19, 1.18], [3.02, -0.14, 0.32], [2.28, 0.52, -1.33], [-0.13, 0.99, -1.61], [0.75, 0.63, 0.27], [-0.97, -1.06, -0.02], [-3.17, 1.08, -0.16], [-0.48, 0.84, -0.57], [1.97, 0.13, -0.32], [-1.37, -0.30, -0.55], [1.62, -1.73, 1.19], [-2.74, -0.08, -0.06], [-3.29, -1.12, 0.35], [1.54, -2.09, 1.83], [-0.95, 1.77, -0.25], [0.97, -0.62, -0.28]],
  "lowdin_charge": [0.143, -0.140, 0.155, 0.113, -0.039, 0.079, -0.066, -0.262, -0.488, 0.019, 0.020, -0.803, -0.081, 0.068, 0.116, 0.165]
}

=====

Most stable pick: w. Distance to second place: 521.7 kJ/mol.

=====

w:
{
  "formula": "C4H4FNO",
  "method": "ωB97M-V with the def2-TZVPD basis set",
  "e_lumo_ev": 0.6,
  "smiles": "N#CC1(F)COC1",
  "spin_multiplicity": 1,
  "species": ["H", "H", "N", "C", "C", "H", "H", "C", "O", "F", "C"],
  "positions_angstrom": [[1.74, -0.52, 0.42], [-1.16, 1.53, 0.80], [1.36, 1.65, -1.94], [-0.93, 0.45, 0.60], [-0.15, 0.00, -0.56], [0.49, -1.87, 0.48], [-1.94, -0.24, 0.90], [0.74, -0.80, 0.41], [-0.03, -0.10, 1.50], [-0.80, -0.96, -1.25], [0.69, 0.86, -1.36]],
  "lowdin_charge": [0.105, 0.139, 0.186, -0.158, -0.489, 0.147, 0.198, -0.003, -0.109, 0.066, -0.082]
}

=====

x:
{
  "formula": "C4H4FNO",
  "method": "ωB97M-V with the def2-TZVPD basis set",
  "e_lumo_ev": 0.6,
  "spin_multiplicity": 1,
  "species": ["F", "H", "C", "C", "H", "N", "C", "O", "C", "H", "H"],
  "positions_angstrom": [[2.09, 1.25, 0.39], [-2.46, 0.78, -0.78], [-1.60, 1.05, -0.31], [2.40, 0.05, -0.14], [-0.36, -1.61, -0.56], [-0.53, 1.67, -0.57], [-0.56, 0.49, 0.46], [1.46, -0.81, -0.29], [0.17, -0.77, -0.01], [-0.42, 0.86, 1.49], [3.36, -0.22, -0.30]],
  "lowdin_charge": [0.064, 0.083, -0.134, -0.161, 0.118, 0.176, -0.268, 0.014, -0.112, 0.117, 0.104]
}

=====

Most stable pick: w. Distance to second place: 311.2 kJ/mol.

=====

w:
{
  "formula": "C4H4FNO",
  "method": "ωB97M-V with the def2-TZVPD basis set",
  "e_lumo_ev": 0.6,
  "smiles": "CO/C=C(/F)C#N",
  "spin_multiplicity": 1,
  "species": ["N", "H", "C", "F", "C", "O", "H", "H", "C", "H", "C"],
  "positions_angstrom": [[-1.56, 2.06, 0.70], [-0.16, -0.26, 1.38], [0.36, 1.05, -0.72], [0.79, 2.10, -1.43], [-0.43, -1.28, 0.80], [0.52, -1.37, -0.36], [1.76, -0.27, -1.62], [-0.15, -2.19, 1.51], [-0.69, 1.40, 0.19], [-1.36, -1.10, 0.37], [0.91, -0.14, -0.82]],
  "lowdin_charge": [0.172, 0.115, -0.320, 0.080, -0.025, -0.126, 0.182, 0.139, -0.177, 0.062, -0.100]
}

=====

x:
{
  "formula": "C4H4FNO",
  "method": "ωB97M-V with the def2-TZVPD basis set",
  "e_lumo_ev": 1.0,
  "smiles": "Nc1coc(F)c1",
  "spin_multiplicity": 1,
  "species": ["C", "N", "C", "H", "F", "H", "O", "C", "H", "H", "C"],
  "positions_angstrom": [[-0.02, 1.23, -0.12], [1.88, -0.36, -0.13], [0.48, -0.05, -0.11], [-0.54, -2.04, -0.04], [-3.03, -0.37, -0.04], [0.40, 2.20, 0.07], [-1.40, 1.16, -0.04], [-1.73, -0.13, -0.07], [2.11, -1.09, 0.51], [2.49, 0.45, 0.09], [-0.63, -0.98, -0.12]],
  "lowdin_charge": [-0.066, 0.070, -0.314, 0.102, 0.140, 0.117, 0.070, -0.353, 0.065, 0.100, 0.068]
}

=====

Most stable pick: x. Distance to second place: 194.0 kJ/mol.

=====

w:
{
  "formula": "C3H8S2",
  "method": "ωB97M-V with the def2-TZVPD basis set",
  "e_lumo_ev": 0.4,
  "smiles": "C=C.CSS",
  "spin_multiplicity": 1,
  "species": ["H", "H", "C", "H", "H", "C", "H", "H", "S", "H", "S", "C", "H"],
  "positions_angstrom": [[1.46, 0.47, -1.65], [3.67, -0.50, 0.18], [1.95, -0.15, -0.94], [1.59, -1.19, -0.86], [-2.48, -1.11, 1.11], [-3.01, -0.33, 0.52], [-0.14, 0.14, 0.87], [-3.94, -0.13, 1.08], [-2.08, 1.01, -0.25], [3.40, 1.21, -0.29], [-0.38, 1.45, 0.97], [3.12, 0.21, -0.37], [-3.15, -1.07, -0.37]],
  "lowdin_charge": [0.033, 0.033, -0.111, 0.057, 0.039, -0.538, -0.222, 0.032, 0.357, 0.027, 0.298, -0.061, 0.055]
}

=====

x:
{
  "formula": "C3H8S2",
  "method": "ωB97M-V with the def2-TZVPD basis set",
  "e_lumo_ev": 0.6,
  "smiles": "C=C.CSS",
  "spin_multiplicity": 1,
  "species": ["H", "H", "H", "H", "H", "C", "H", "H", "C", "S", "H", "C", "S"],
  "positions_angstrom": [[2.26, 1.44, -1.17], [-0.50, -1.30, -0.54], [2.13, -0.32, 1.07], [1.23, 2.40, -0.25], [-1.00, -2.39, 0.70], [1.89, 0.77, 0.88], [-1.71, 1.45, -0.88], [-1.39, -2.76, -1.06], [-1.25, -2.02, -0.20], [-2.25, 0.84, 0.30], [1.86, 1.43, 1.76], [1.64, 1.45, -0.28], [-2.90, -1.00, -0.35]],
  "lowdin_charge": [0.048, -0.004, 0.069, 0.006, -0.026, -0.068, -0.145, 0.050, -0.383, 0.206, 0.046, -0.093, 0.295]
}

=====

Most stable pick: w. Distance to second place: 65.2 kJ/mol.